ORCA calculation (ωB97M-V with the def2-TZVPD basis set) on C53H51AlIO8SSi2 as an isolated structure.

XYZ file:
```
117
Properties=species:S:1:pos:R:3:mulliken_charge:R:1
I 1.771 1.026 0.029 -0.137
S 2.055 -2.359 -5.344 -0.287
Si 0.468 -3.619 -3.121 0.525
Si 6.050 -4.722 -1.913 0.213
Al 4.763 -3.740 -3.787 1.337
O 3.681 2.221 5.089 -0.674
O 4.332 -2.067 -3.246 -0.859
O -9.086 2.816 -1.394 -0.678
O 7.960 5.384 4.370 -0.672
O -4.194 4.750 -2.472 -0.666
O -5.495 -2.226 4.199 -0.680
O -4.895 -1.402 -1.072 -0.613
O 3.009 -4.277 -3.791 -0.832
C -5.670 2.907 -2.581 0.359
C -2.613 -1.238 0.521 -0.671
C 6.596 4.513 2.083 -0.585
C -5.301 4.310 -2.246 0.595
C -2.920 -1.628 3.257 -0.586
C 5.094 3.330 3.553 0.114
C -8.278 6.812 -0.478 -0.465
C 6.200 4.164 3.369 0.221
C 0.514 -4.240 -1.344 -1.016
C 5.893 4.035 0.990 -0.764
C -7.985 3.252 -1.657 0.532
C 6.508 4.319 5.894 0.195
C 7.198 4.812 6.997 -0.590
C -7.793 -2.311 2.608 -0.664
C -8.742 -2.120 0.407 -0.756
C -1.512 -1.166 1.357 -0.165
C 2.233 -3.136 -3.614 0.409
C -7.250 1.087 -2.613 -0.566
C 5.393 3.503 6.080 0.200
C 2.430 -0.887 -2.276 0.138
C -6.046 6.488 -1.312 -0.561
C -5.034 0.774 -3.492 -0.317
C -6.941 2.405 -2.297 0.250
C 6.775 4.495 8.276 -0.464
C -7.485 -1.875 -0.119 -0.271
C -6.374 -1.844 0.716 0.144
C 4.396 2.849 2.450 -0.453
C -5.029 -1.571 0.121 0.447
C -0.129 -4.981 -4.252 -1.162
C -7.627 4.670 -1.351 0.225
C -6.300 0.276 -3.208 -0.525
C 3.056 -2.217 -2.690 0.545
C -6.529 -2.060 2.085 0.346
C 4.794 3.201 1.171 -0.137
C 5.857 -6.587 -1.565 -1.198
C 5.659 3.684 8.461 -0.476
C -1.669 -1.358 2.726 -0.767
C 4.433 0.345 -1.326 -1.365
C 4.971 3.188 7.367 -0.551
C 7.917 -4.474 -2.215 -1.208
C 4.634 2.948 4.917 0.522
C -3.869 -1.509 1.046 0.111
C -4.027 -1.708 2.420 0.255
C -7.006 7.307 -0.743 -0.484
C 3.113 -0.342 -1.029 -0.205
C -8.896 -2.340 1.772 -0.445
C -8.589 5.497 -0.779 -0.565
C 6.980 4.686 4.525 0.670
C -4.719 2.086 -3.180 -0.908
C -0.771 -2.197 -3.184 -0.756
C -5.358 -2.017 3.012 0.602
C -6.354 5.168 -1.620 0.178
C 5.686 -3.830 -0.272 -1.058
H 0.678 -5.686 -4.472 0.283
H 8.540 -5.195 -1.672 0.298
H -6.764 8.335 -0.503 0.392
H 5.789 -2.749 -0.427 0.143
H 0.685 -3.410 -0.646 0.215
H 8.062 5.440 6.825 0.470
H 7.456 5.158 1.964 0.467
H -8.239 0.720 -2.374 0.501
H 8.135 -4.584 -3.284 0.326
H 1.335 -4.953 -1.212 0.276
H 6.376 -4.126 0.530 0.462
H 6.577 -7.155 -2.167 0.314
H 8.232 -3.466 -1.920 0.308
H -5.049 6.848 -1.528 0.481
H 1.359 -1.020 -2.112 -0.414
H -7.337 -1.703 -1.176 0.521
H -6.535 -0.756 -3.434 0.381
H -0.524 -0.958 0.961 0.395
H -1.779 -2.618 -3.303 0.286
H -9.606 -2.139 -0.245 0.415
H 1.629 -1.141 -4.967 0.064
H 4.978 -0.318 -2.009 0.366
H 2.561 -0.172 -3.098 0.360
H 7.313 4.878 9.133 0.391
H -7.886 -2.477 3.673 0.482
H -3.737 2.492 -3.381 0.496
H 4.664 -4.022 0.076 0.270
H -0.951 -5.527 -3.775 0.305
H 5.026 0.512 -0.424 0.322
H 4.104 2.553 7.483 0.476
H 4.245 2.826 0.317 0.322
H 3.545 2.200 2.608 0.459
H -2.520 -1.089 -0.545 0.571
H 6.201 4.308 -0.011 0.402
H -4.287 0.131 -3.941 0.487
H 3.143 -2.846 -1.774 -0.098
H 5.490 -3.886 -5.217 -0.620
H -0.488 -4.565 -5.198 0.273
H -3.063 -1.785 4.318 0.477
H 4.274 1.304 -1.827 0.426
H 5.329 3.438 9.462 0.392
H 4.855 -6.956 -1.806 0.293
H 6.060 -6.818 -0.511 0.353
H -0.766 -1.610 -2.263 -0.043
H -9.879 -2.533 2.181 0.383
H -9.028 7.455 -0.035 0.394
H -9.569 5.086 -0.579 0.470
H -0.419 -4.735 -1.051 0.419
H 3.248 -1.133 -0.288 0.479
H -0.807 -1.294 3.378 0.437
H -0.593 -1.516 -4.022 0.340
```

Calculated values
Charge: -1
Multiplicity: 1
Kohn-Sham gap, eV: 5.0
Max |F|, Eh/bohr: 0.0070
HOMO energy, eV: -4.699
Energy, Eh: -4169.7558